one) # C2H2Br2S2

A cluster of 2 separate species, C2H2Br2S2 in total (ωB97M-V/def2-TZVPD, the Open Molecules 2025 dataset).

The net charge is 0.

Each line ends with the Mulliken charge.
Positions of all 8 atoms, in Å:
C (0.51594, -0.18502, 0.24182)  -0.196
C (-0.11666, -0.06174, -0.87867)  0.571
S (2.07382, -0.13087, 0.81174)  -0.089
S (-1.85503, -0.33754, -1.11319)  -0.086
Br (-1.23891, -0.30597, 2.37982)  -0.359
Br (0.81737, 0.08614, -2.66951)  -0.081
H (2.06969, 1.11982, 1.15890)  0.169
H (-2.26622, -0.18483, 0.06908)  0.072

***

two) # C2H2Br2S2

A structure of composition C2H2Br2S2 (ωB97M-V/def2-TZVPD, the Open Molecules 2025 dataset).

The net charge is 0.

Each line ends with the Mulliken charge.
Positions of all 8 atoms, in Å:
C (0.82257, -0.54255, 0.07185)  0.034
C (-0.35926, 0.34480, -0.13488)  0.309
S (0.68799, -2.23416, -0.35021)  -0.130
S (0.02096, 2.01333, 0.07084)  -0.238
Br (2.49576, 0.25967, -0.00903)  -0.127
Br (-2.04220, -0.35614, -0.12534)  -0.085
H (-0.46831, -2.26019, 0.22941)  0.086
H (-1.15751, 2.77524, 0.24736)  0.151

***

Computed stability ranking, most favorable first: two), one)

***

one) # C3H4Si

A cluster of 2 separate species, C3H4Si in total (ωB97M-V/def2-TZVPD, the Open Molecules 2025 dataset).

The structure (SMILES) is C#[SiH].C#C. The net charge is 0.

Each line ends with the Mulliken charge.
Positions of all 8 atoms, in Å:
C (-1.49927, 1.01250, 0.81215)  -0.444
Si (-2.35094, -0.03110, -0.22122)  0.272
H (-1.91369, 2.05352, 0.82917)  0.236
H (-2.31240, -1.14571, -1.19869)  -0.022
C (1.30888, -0.14411, -0.01465)  -0.347
C (2.45720, 0.00968, -0.37292)  -0.365
H (0.37688, -0.16279, 0.45980)  0.275
H (3.44198, 0.27814, -0.59522)  0.396

***

two) # C3H4Si

The molecule C3H4Si (ωB97M-V/def2-TZVPD, the Open Molecules 2025 dataset).

The net charge is 0.

Each line ends with the Mulliken charge.
Positions of all 8 atoms, in Å:
C (0.45808, -0.74571, 0.16864)  -0.357
C (0.33344, 0.80702, 0.17870)  -0.197
C (-0.72595, -0.02397, -0.53604)  -0.424
Si (2.07135, 0.10193, -0.29690)  0.050
H (0.39363, -1.38550, 0.96238)  0.309
H (-0.04212, 1.40120, 1.15187)  0.197
H (-1.66746, 0.11877, 0.02134)  0.227
H (-0.82096, -0.27375, -1.64999)  0.194

***

Computed stability ranking, most favorable first: two), one)

***

one) # C2H2Cl2S2

The molecule C2H2Cl2S2 (ωB97M-V/def2-TZVPD, the Open Molecules 2025 dataset).

The structure (SMILES) is S/C(Cl)=C(/S)Cl. The net charge is 0.

Each line ends with the Mulliken charge.
Positions of all 8 atoms, in Å:
S (1.41638, -1.59713, 0.20181)  -0.139
C (0.69387, -0.05549, 0.16572)  0.273
Cl (1.64444, 1.36133, 0.08636)  -0.173
C (-0.68127, 0.10695, -0.11170)  0.164
S (-1.51209, 1.62695, -0.21577)  -0.166
Cl (-1.55410, -1.40065, -0.07261)  -0.218
H (2.40947, -0.99321, -0.35757)  0.118
H (-2.00274, 1.49792, -1.42389)  0.141

***

two) # C2H2Cl2S2

A structure of composition C2H2Cl2S2 (ωB97M-V/def2-TZVPD, the Open Molecules 2025 dataset).

The net charge is 0.

Each line ends with the Mulliken charge.
Positions of all 8 atoms, in Å:
C (0.08205, -0.61793, 0.12683)  0.177
C (0.16085, 0.63819, -0.73527)  -0.190
H (-0.31289, -1.34504, 2.11918)  0.151
H (0.84736, 0.32481, -1.43736)  0.411
S (-0.39681, -0.07924, 1.57159)  -0.133
S (0.29731, -2.08019, -0.80061)  -0.157
Cl (0.81985, 1.92892, 0.38091)  -0.171
Cl (-1.49773, 1.23048, -1.22527)  -0.089

***

Computed stability ranking, most favorable first: one), two)